19
Properties=species:S:1:pos:R:3 method="wB97M-V/def2-TZVPD" de_lowest_ev=2.194 gap_ev=10.711 spin_multiplicity=1 charge=+1
C 2.55 -1.54 -0.43
C 1.34 -1.74 -0.69
C -0.26 1.28 0.00
C 0.28 0.22 0.97
C -1.66 0.85 -0.09
C -0.27 -1.01 0.40
N -1.42 -0.68 -0.46
F 0.71 -2.44 -1.57
H 3.33 -2.08 -0.95
H 2.94 -0.84 0.26
H -0.05 2.28 0.36
H 0.34 1.10 -0.92
H 1.31 0.10 1.01
H 0.04 0.34 1.94
H -2.06 1.00 0.93
H -2.21 1.41 -0.80
H -0.58 -1.83 0.99
H -2.28 -1.20 -0.22
H -1.23 -0.49 -1.53

***

36
Properties=species:S:1:pos:R:3 method="wB97M-V/def2-TZVPD" gap_ev="4.042 / 4.939" spin_multiplicity=2
C 2.26 -2.65 -2.77
C 2.49 -3.94 -3.29
C 1.26 -4.45 -3.83
C 0.24 -3.47 -3.65
C 0.79 -2.34 -3.00
Yb 1.69 0.12 -0.49
P 2.05 2.82 -1.05
H 2.99 -1.98 -2.31
H 3.44 -4.46 -3.29
H 1.13 -5.42 -4.29
H 0.27 -1.41 -2.74
H -0.80 -3.57 -3.97
H 1.37 3.36 -2.19
H 3.35 3.27 -1.46
H 1.79 3.93 -0.19
C -2.98 1.26 0.16
N -2.18 1.09 1.37
C -2.92 0.96 2.61
C -0.89 0.72 1.25
N -0.38 0.33 0.06
N -0.07 0.72 2.34
C -0.27 1.63 3.45
C 1.33 0.30 2.10
H -3.96 1.62 0.46
H -3.11 0.31 -0.38
H -2.52 1.99 -0.51
H -2.55 0.13 3.23
H -2.89 1.90 3.19
H -3.97 0.77 2.36
H -1.11 0.28 -0.64
H -1.00 1.22 4.17
H 0.68 1.75 3.97
H -0.61 2.63 3.13
H 1.34 -0.69 1.59
H 1.91 1.10 1.56
H 1.82 0.17 3.07

***

67
Properties=species:S:1:pos:R:3 method="wB97M-V/def2-TZVPD" de_lowest_ev=0.000 gap_ev=9.192 spin_multiplicity=1 smiles="Cc1ccc(S(=O)(=O)N(C)Cc2ccc(C(=O)NN=C(CC(C)C)CC(C)C)cc2)cc1"
C 2.73 2.04 -1.32
C 1.56 2.84 -0.83
C 1.44 3.16 0.52
C 0.35 3.88 0.98
C -0.62 4.28 0.08
C -0.50 4.01 -1.27
C 0.59 3.29 -1.72
H 0.68 3.06 -2.77
H -1.27 4.36 -1.94
S -2.04 5.17 0.69
O -2.98 5.37 -0.38
O -1.58 6.32 1.42
N -2.69 4.08 1.83
C -3.26 4.72 3.00
H -2.62 5.56 3.25
H -3.27 4.00 3.83
H -4.27 5.09 2.82
C -3.56 3.09 1.21
C -2.74 2.19 0.33
C -1.68 1.48 0.88
C -0.87 0.69 0.09
C -1.11 0.60 -1.28
C -2.18 1.29 -1.83
C -3.00 2.07 -1.03
H -3.82 2.62 -1.47
H -2.36 1.22 -2.89
C -0.22 -0.13 -2.21
O -0.03 0.24 -3.36
N 0.43 -1.25 -1.78
N 0.28 -1.81 -0.56
C 0.86 -2.88 -0.22
C 0.60 -3.33 1.19
H 0.45 -4.41 1.20
H -0.31 -2.85 1.55
C 1.76 -2.98 2.15
C 1.48 -3.59 3.52
H 2.30 -3.36 4.21
H 0.56 -3.18 3.94
H 1.39 -4.67 3.46
C 1.94 -1.47 2.25
H 1.03 -1.01 2.65
H 2.15 -1.04 1.28
H 2.76 -1.24 2.92
H 2.68 -3.42 1.76
C 1.78 -3.73 -1.05
H 2.28 -3.14 -1.82
H 2.56 -4.14 -0.40
C 1.04 -4.91 -1.71
C -0.01 -4.42 -2.71
H -0.74 -3.78 -2.23
H -0.54 -5.27 -3.14
H 0.46 -3.88 -3.53
C 2.05 -5.83 -2.40
H 2.58 -5.29 -3.18
H 1.54 -6.67 -2.86
H 2.77 -6.21 -1.69
H 0.53 -5.48 -0.93
H 1.01 -1.70 -2.49
H -0.03 0.17 0.53
H -1.48 1.57 1.94
H -4.34 3.59 0.62
H -4.02 2.51 2.01
H 0.23 4.12 2.02
H 2.19 2.83 1.22
H 3.53 2.71 -1.64
H 3.12 1.39 -0.54
H 2.43 1.44 -2.18

***

41
Properties=species:S:1:pos:R:3 method="wB97M-V/def2-TZVPD" de_lowest_ev=2.906 gap_ev="5.368 / 5.397" spin_multiplicity=1
Os -0.46 0.74 -0.15
S -5.18 0.76 -0.07
As -3.53 -0.45 -0.52
S -1.98 -0.40 1.15
S -1.99 0.86 -1.70
S -3.60 -2.30 -1.42
O 3.39 0.91 -0.13
Cl 1.93 1.43 0.14
O 2.14 2.65 0.80
O 1.43 1.45 -1.25
O 1.42 0.31 0.96
C 0.82 -3.13 -2.08
S 1.26 -1.43 -1.81
O 0.06 -1.11 -0.80
C 2.73 -1.46 -1.00
C 3.09 -2.52 -0.10
C 4.34 -2.61 0.39
C 5.32 -1.70 -0.11
C 5.00 -0.65 -0.91
C 3.60 -0.31 -1.18
H 0.79 -3.67 -1.14
H 1.53 -3.57 -2.78
H -0.18 -3.10 -2.52
H 2.37 -3.28 0.18
H 4.61 -3.41 1.06
H 6.36 -1.87 0.15
H 5.76 0.03 -1.27
H 3.46 0.17 -2.15
C -0.12 3.84 3.86
N -1.42 3.24 3.56
C -2.45 3.05 4.46
C -3.44 2.41 3.80
N -3.01 2.23 2.51
C -1.79 2.74 2.37
S -0.80 2.88 0.95
H -0.15 4.19 4.89
H 0.06 4.68 3.19
H 0.67 3.11 3.73
H -2.36 3.37 5.48
H -4.39 2.05 4.13
H -3.54 1.79 1.77

***

107
Properties=species:S:1:pos:R:3 method="wB97M-V/def2-TZVPD" de_lowest_ev=0.000 gap_ev=7.014 spin_multiplicity=1
C 0.69 -1.14 7.44
C 1.95 -0.28 7.25
C 1.66 0.96 6.37
N 2.85 1.90 6.22
C 4.10 1.19 5.69
C 2.40 3.10 5.30
C 3.14 4.33 5.88
C 3.82 3.86 7.19
C 3.14 2.61 7.57
H -0.08 -0.50 7.87
H 0.80 -2.10 7.96
H 0.37 -1.43 6.44
H 2.73 -0.87 6.78
H 2.32 0.02 8.24
H 0.85 1.53 6.83
H 1.39 0.71 5.35
H 4.87 1.95 5.79
H 4.12 0.96 4.63
H 4.39 0.47 6.46
H 2.79 2.85 4.31
H 1.32 3.24 5.35
H 3.88 4.77 5.21
H 2.48 5.18 6.05
H 4.89 3.66 7.08
H 3.68 4.54 8.02
H 3.80 1.96 8.15
H 2.15 2.82 7.97
Cl 1.63 -0.94 0.06
O 2.95 -0.42 -0.32
O 1.66 -1.22 1.45
O 0.62 0.05 -0.10
O 1.27 -2.05 -0.78
O 4.44 -6.75 -5.22
S 3.56 -5.97 -4.34
O 3.97 -4.60 -4.08
O 1.97 -6.01 -4.88
C 1.29 -7.32 -4.99
C 1.86 -8.35 -6.02
C 3.41 -6.94 -2.66
H 0.23 -7.12 -5.17
H 1.32 -7.68 -3.96
H 1.32 -9.28 -6.15
H 2.79 -8.75 -5.61
H 1.90 -8.06 -7.07
H 2.50 -6.51 -2.24
H 4.35 -6.83 -2.12
H 3.24 -8.00 -2.86
O 2.88 6.48 -4.12
S 2.28 5.47 -3.25
O 2.93 4.20 -3.07
O 2.00 6.18 -1.80
C 1.55 5.31 -0.78
C 0.59 6.17 0.00
C 0.61 5.32 -3.93
H 2.29 4.96 -0.05
H 0.96 4.51 -1.21
H 0.88 7.22 0.08
H 0.55 5.89 1.05
H -0.41 6.10 -0.42
H 0.10 6.27 -3.77
H 0.11 4.56 -3.33
H 0.61 4.99 -4.97
O -3.19 4.91 2.86
S -3.92 3.78 2.26
O -5.41 3.75 2.34
O -3.46 3.71 0.68
C -4.37 3.27 -0.27
C -3.74 3.26 -1.65
C -3.32 2.17 2.89
H -5.24 3.92 -0.21
H -4.65 2.25 -0.02
H -2.74 2.82 -1.70
H -3.56 4.29 -1.93
H -4.36 2.92 -2.48
H -2.29 1.96 2.58
H -3.96 1.46 2.35
H -3.47 2.03 3.96
O -0.53 -0.68 -7.46
S -0.50 0.02 -6.18
O 0.79 0.27 -5.55
O -1.41 1.44 -6.36
C -2.41 1.58 -7.40
C -2.99 2.94 -7.46
C -1.71 -0.93 -5.06
H -3.20 0.89 -7.08
H -1.95 1.34 -8.36
H -3.50 3.16 -6.53
H -3.63 3.21 -8.29
H -2.18 3.67 -7.47
H -2.63 -1.08 -5.62
H -1.92 -0.41 -4.13
H -1.25 -1.89 -4.84
O -3.77 -7.81 0.96
S -3.01 -6.76 0.25
O -2.75 -6.86 -1.17
O -3.85 -5.37 0.69
C -3.51 -4.11 0.10
C -4.83 -3.40 -0.10
C -1.39 -6.43 1.14
H -2.83 -4.22 -0.74
H -3.00 -3.65 0.95
H -4.78 -2.40 -0.53
H -5.36 -3.21 0.83
H -5.49 -3.97 -0.76
H -1.56 -6.49 2.21
H -1.22 -5.40 0.81
H -0.65 -7.13 0.77

***

| no. | total energy (eV) |
| --- | --- |
| 1 | -10597.4892 |
| 2 | -55992.8878 |
| 3 | -47940.9816 |
| 4 | -165681.2307 |
| 5 | -131867.0749 |